# 1
64
Properties=species:S:1:pos:R:3:mulliken_charge:R:1 method="wB97M-V/def2-TZVPD" homo_ev=-9.284 charge=+1 lumo_ha=-0.174 multiplicity=1 largest_force_ev_per_a=1.9
C 0.889 0.011 6.059 -0.8155
O -0.216 -0.866 5.755 -0.4113
C -0.532 -1.118 4.460 0.9194
C 0.198 -0.617 3.353 -0.6611
C -0.102 -1.073 2.082 -0.4942
C -1.153 -1.997 1.845 0.0958
C -1.371 -2.555 0.543 0.0116
C -0.374 -2.675 -0.432 0.6096
C -0.582 -2.927 -1.858 0.4726
C -1.711 -2.964 -2.666 0.0063
C -1.548 -3.287 -4.024 -0.8501
C -0.284 -3.571 -4.565 -0.7167
C 0.867 -3.494 -3.767 -0.9827
C 0.683 -3.180 -2.429 0.3027
N 1.641 -3.065 -1.413 0.1664
C 3.067 -3.231 -1.604 -0.9117
C 1.034 -2.750 -0.239 -0.9506
C -1.958 -2.387 2.960 -0.4448
C -1.641 -1.979 4.236 -0.8520
H 0.918 0.024 7.150 0.2425
H 1.839 -0.377 5.664 0.3477
H 0.711 1.027 5.679 0.3497
H 1.007 0.103 3.507 0.4063
H 0.492 -0.722 1.238 0.6895
H -2.376 -2.893 0.274 0.4045
H -2.685 -2.740 -2.231 0.4906
H -2.423 -3.323 -4.676 0.4186
H -0.194 -3.841 -5.617 0.4202
H 1.867 -3.663 -4.166 0.2905
H 3.250 -3.502 -2.645 0.2753
H 3.597 -2.296 -1.376 0.3464
H 3.459 -4.022 -0.950 0.3479
H 1.592 -2.637 0.690 0.7266
H -2.809 -3.053 2.793 0.3790
H -2.206 -2.315 5.106 0.4408
C 2.400 -10.333 1.837 -0.6315
C 2.149 -9.774 3.246 -0.5006
C 1.137 -8.627 3.103 -0.7044
N 0.741 -8.613 1.701 0.0900
C -0.114 -7.684 1.210 0.8713
C -0.485 -6.487 1.804 -1.3875
C -1.442 -5.717 0.950 0.8745
C -1.571 -6.601 -0.278 -0.2209
C -0.833 -7.779 -0.097 -0.0124
C -0.924 -8.805 -1.035 -0.1387
C -1.618 -8.573 -2.228 -0.8630
C -2.260 -7.344 -2.461 -0.7395
C -2.261 -6.358 -1.459 -0.2491
C 1.425 -9.608 0.892 -0.4378
H 3.433 -10.162 1.514 0.2755
H 2.205 -11.410 1.806 0.2810
H 1.729 -10.556 3.888 0.2753
H 3.072 -9.412 3.705 0.2869
H 0.262 -8.788 3.753 0.3144
H 1.576 -7.661 3.395 0.2894
H -0.131 -6.145 2.774 0.3962
H -2.408 -5.493 1.429 0.4612
H -1.017 -4.744 0.679 -0.6315
H -0.486 -9.780 -0.835 0.1978
H -1.659 -9.361 -2.979 0.3998
H -2.777 -7.172 -3.406 0.4054
H -2.785 -5.415 -1.609 0.4947
H 1.948 -9.145 0.038 0.3387
H 0.713 -10.338 0.481 0.1948

=====

# 2
73
Properties=species:S:1:pos:R:3:mulliken_charge:R:1 method="wB97M-V/def2-TZVPD" homo_ev="-8.654 / -11.040" s2=6.066 charge=+1 lumo_ha="-0.094 / -0.160" multiplicity=5 largest_force_ev_per_a=0.9
Rh 1.819 -0.172 0.968 0.2186
N 4.690 -1.479 4.135 -0.3466
C 3.751 -0.925 3.335 0.4301
S 4.219 0.022 1.996 -0.2878
N 2.485 -1.140 3.739 -1.3254
N 1.589 -0.663 2.890 1.2798
C 0.452 -0.127 3.508 -1.0632
C -0.194 0.896 2.913 1.0078
C -1.258 1.655 3.532 -1.4433
C -1.486 2.957 3.160 -0.2050
C -0.779 3.527 2.122 -0.8788
C 0.046 2.702 1.222 -0.8481
N 0.371 1.304 1.641 -0.1768
H 5.633 -1.132 4.074 0.2593
H 4.379 -1.848 5.019 0.2542
H 0.219 -0.475 4.504 0.4455
H -1.764 1.216 4.377 0.4650
H -2.194 3.555 3.714 0.4932
H -0.860 4.576 1.889 0.4610
H 0.853 3.207 0.699 0.5451
C 4.602 -3.624 1.368 -0.5964
O 3.230 -3.222 1.207 -0.4616
P 2.691 -2.112 0.215 1.2159
O 1.489 -2.852 -0.509 0.0121
C 1.641 -4.147 -1.110 -0.8942
O 3.802 -2.029 -0.921 -0.3646
C 4.625 -0.902 -1.247 -0.7411
H 4.585 -4.694 1.559 0.2798
H 5.029 -3.097 2.218 0.2018
H 5.167 -3.417 0.461 0.2926
H 0.684 -4.383 -1.568 0.2583
H 1.882 -4.886 -0.346 0.3203
H 2.421 -4.123 -1.870 0.3234
H 5.575 -0.988 -0.722 0.2570
H 4.135 0.031 -0.972 0.3010
H 4.785 -0.937 -2.323 0.2793
N 1.587 0.319 -1.032 -0.4495
C 1.062 0.181 -2.046 0.3470
C 0.299 0.053 -3.250 0.1119
C 0.770 -0.746 -4.290 -0.6137
C -0.005 -0.881 -5.428 -0.6215
C -1.230 -0.231 -5.512 -0.4431
C -1.693 0.557 -4.467 -0.7107
C -0.930 0.705 -3.322 -0.0498
H 1.723 -1.246 -4.200 0.5303
H 0.343 -1.493 -6.247 0.4152
H -1.832 -0.342 -6.403 0.4100
H -2.650 1.054 -4.541 0.4519
H -1.278 1.303 -2.492 0.5936
N -0.553 1.629 0.507 0.8582
C -1.913 1.357 0.392 -1.0192
C -2.358 0.006 0.185 1.6760
C -3.588 -0.240 -0.456 -0.7420
C -4.005 -1.530 -0.718 -1.0016
C -3.217 -2.618 -0.359 -0.6769
C -1.998 -2.394 0.266 -1.0649
C -1.576 -1.107 0.537 0.1508
C -2.755 2.532 0.148 0.7455
C -4.036 2.611 0.701 -0.3034
C -4.827 3.728 0.492 -0.9708
C -4.356 4.787 -0.272 -0.5442
C -3.086 4.720 -0.828 -1.0174
C -2.293 3.603 -0.621 0.1205
H -4.206 0.588 -0.770 0.5321
H -4.953 -1.687 -1.215 0.4397
H -3.551 -3.624 -0.566 0.4283
H -1.369 -3.225 0.552 0.5509
H -0.636 -0.974 1.054 0.6828
H -4.395 1.802 1.323 0.5066
H -5.810 3.775 0.939 0.4457
H -4.975 5.657 -0.434 0.4389
H -2.713 5.537 -1.428 0.4415
H -1.309 3.560 -1.074 0.3830

=====

# 3
80
Properties=species:S:1:pos:R:3:mulliken_charge:R:1 method="wB97M-V/def2-TZVPD" homo_ev="-6.140 / -6.640" s2=2.036 lumo_ha="0.003 / -0.032" multiplicity=3 largest_force_ev_per_a=0.6
Pt 2.087 0.783 -0.342 1.3237
C 4.690 5.472 0.224 -1.1518
As 3.377 4.069 -0.039 0.5519
C 2.366 4.723 -1.538 -0.7326
C 2.391 4.133 1.611 -0.6831
H 4.192 6.434 0.350 0.3725
H 5.345 5.509 -0.644 0.3700
H 5.283 5.249 1.108 0.3677
H 1.766 5.590 -1.264 0.3239
H 1.731 3.918 -1.898 0.0196
H 3.103 4.998 -2.290 0.4419
H 3.083 3.796 2.381 0.3733
H 1.547 3.449 1.546 -0.0620
H 2.068 5.153 1.822 0.3834
C -1.243 5.202 -0.379 -1.0745
S -1.294 3.417 -0.183 0.6324
C -2.427 3.106 -1.538 -0.7123
O 0.050 2.912 -0.624 -0.4914
H -1.002 5.445 -1.414 0.2967
H -0.474 5.579 0.293 0.2914
H -2.211 5.618 -0.097 0.4508
H -3.279 3.782 -1.453 0.5107
H -1.877 3.276 -2.465 0.2949
H -2.760 2.071 -1.486 0.0104
F -2.770 -2.208 -5.819 -0.2551
C -3.291 -1.058 -5.350 0.8050
F -4.620 -1.136 -5.521 -0.2795
F -2.840 -0.079 -6.155 -0.2720
C -2.914 -0.820 -3.918 0.1437
C -3.796 -1.131 -2.898 -1.0902
C -3.414 -0.945 -1.574 -0.2956
C -2.154 -0.446 -1.262 -0.0083
C -1.279 -0.124 -2.304 0.2818
C -1.651 -0.317 -3.621 -1.0715
P -1.623 -0.038 0.450 0.4043
C -0.007 -0.899 0.563 0.6177
C 0.226 -2.016 -0.143 -1.0266
C 1.615 -2.528 -0.365 -0.7710
C 2.782 -1.907 1.821 -0.0425
C 2.172 -0.712 1.949 -0.3329
C 0.999 -0.137 1.309 -2.0809
C 4.017 -2.140 2.623 0.6698
F 4.026 -3.394 3.158 -0.3116
F 5.161 -2.056 1.905 -0.2607
F 4.167 -1.290 3.653 -0.3063
C -2.776 -1.061 1.455 0.0497
C -2.554 -2.390 1.806 -0.0928
C -3.483 -3.084 2.568 -1.1331
C -4.644 -2.451 2.987 0.1437
C -4.879 -1.126 2.657 -0.9830
C -3.941 -0.437 1.902 -0.2743
C -5.671 -3.217 3.773 0.9763
F -6.360 -2.422 4.609 -0.2711
F -6.574 -3.806 2.965 -0.2567
F -5.119 -4.192 4.512 -0.2703
H -4.777 -1.522 -3.132 0.4385
H -4.109 -1.203 -0.785 0.4077
H -0.293 0.270 -2.076 0.3149
H -0.961 -0.081 -4.421 0.4462
H -0.571 -2.486 -0.707 0.6120
H 1.552 -3.388 -1.041 0.9002
H 2.640 -0.029 2.646 0.4925
H 0.574 0.685 1.877 0.7069
H -1.644 -2.880 1.490 0.3172
H -3.305 -4.116 2.840 0.4377
H -5.778 -0.633 3.001 0.4222
H -4.110 0.606 1.660 0.4037
N 3.070 -5.338 1.041 -0.3953
C 3.293 -4.093 0.544 -0.0749
C 2.279 -3.047 0.949 0.2159
N 2.413 -1.485 -1.022 -0.3985
C 3.652 -1.736 -1.329 -0.4259
C 4.482 -2.848 -1.046 -0.4709
N 4.259 -3.960 -0.312 -0.6397
H 2.644 -5.406 1.952 0.2668
H 3.809 -6.000 0.856 0.3081
H 1.497 -3.584 1.487 0.5668
H 4.143 -0.946 -1.893 0.6257
H 5.477 -2.801 -1.474 0.3724
Te 4.445 1.905 -0.520 -0.3639

=====

Summary of ΔE to the lowest compared entry with this formula, charge and spin in kJ/mol
40.5, 0.0, 375.8
(order as listed above)